Entry 1:
2 unconnected molecules or ions with the total composition C4H13N2O2 at a distorted geometry, computed with the ωB97M-V functional and the def2-TZVPD basis.

LUMO level: -3.06 eV
Total energy: -11425.3764 eV
Net charge: +1
Kohn-Sham gap: 10.28 eV
E_HOMO: -13.3 eV

Structure (XYZ):
```
21
C4H13N2O2 | the OMol25 dataset | the ωB97M-V functional and the def2-TZVPD basis
N 0.06 -1.07 1.04
C 1.62 -1.23 0.82
C 2.07 -0.50 -0.44
N 1.00 0.42 -0.87
C 0.74 1.64 -0.13
C -0.68 2.00 -0.44
O -1.63 1.95 0.28
H -0.62 -1.96 0.90
H -0.28 -0.34 0.35
H -0.34 -0.85 1.83
H 2.18 -0.77 1.63
H 1.86 -2.35 0.93
H 2.18 -1.34 -1.13
H 3.02 0.03 -0.34
H 1.17 0.68 -1.88
H 0.85 1.60 0.93
H 1.41 2.54 -0.34
H -1.07 2.14 -1.55
H -3.32 -1.56 -0.28
H -2.87 -2.70 -1.16
O -2.64 -2.20 -0.28
```


Entry 2:
3 unconnected molecules or ions with the total composition C4H13N2O4 at a distorted geometry, computed with the ωB97M-V functional and the def2-TZVPD basis.

LUMO level (spin up / spin down): 0.33 / -2.08 eV
Total energy: -15527.9410 eV
Net charge: 0
Kohn-Sham gap (spin up / spin down): 10.55 / 8.09 eV
Multiplicity: 2
<S²>: 0.75
E_HOMO (spin up / spin down): -10.2 / -10.2 eV

Structure (XYZ):
```
23
C4H13N2O4 | the OMol25 dataset | the ωB97M-V functional and the def2-TZVPD basis
C -1.30 -1.32 1.05
C -1.97 -0.02 0.63
C -1.66 1.14 1.63
O -2.65 1.44 2.48
N 0.16 -1.35 0.87
C 0.80 -1.25 -0.33
N 0.11 -1.61 -1.45
O 1.99 -0.94 -0.40
H -1.49 -1.49 2.11
H -1.69 -2.16 0.51
H -1.73 0.28 -0.39
H -3.05 -0.11 0.74
H -0.71 0.95 2.17
H -1.44 2.05 1.05
H 0.72 -1.04 1.65
H 0.53 -1.29 -2.30
H -0.89 -1.68 -1.43
H 0.91 2.82 -0.44
H 1.82 1.62 -0.23
O 1.67 2.37 -0.82
H 1.84 1.31 -2.36
H 2.35 -0.08 -2.09
O 2.05 0.48 -2.82
```


Q: Which of these has the lowest total energy?
A: C4H13N2O4